The following is a DFT calculation (ωB97M-V with the def2-TZVPD basis set) of a molecular structure, C4H11O3P in a non-equilibrium geometry.

Geometry as XYZ:
```
19
C4H11O3P, DFT ωB97M-V with the def2-TZVPD basis set
C 2.308 0.354 0.431
C 1.137 -0.512 0.335
C -0.208 0.178 0.391
C -1.541 -0.611 -0.798
O -0.845 0.239 1.629
O -1.161 -0.812 -2.090
O -1.984 -1.778 -0.317
P -2.761 0.915 -0.557
H 2.023 1.272 1.001
H 2.622 0.807 -0.435
H 3.137 -0.155 0.984
H 1.148 -0.906 -0.671
H 1.151 -1.307 1.121
H -0.084 1.232 -0.033
H -1.487 0.838 1.543
H -1.049 -1.804 -2.195
H -2.496 -1.821 0.457
H -1.693 1.815 -0.627
H -3.104 1.217 -1.861
```

The multiplicity is 3. The value obtained for the HOMO energy (alpha / beta) is -0.132 / -0.345 Ha. The expectation value of S² is 2.006. The calculation puts the lowest unoccupied orbital energy (alpha / beta) at 0.560 / -2.394 eV. Its energy above the lowest of the compared OMol25 structures with the same formula, charge and spin is 130.39 kcal per mole.